Entry 1:
Formula: C30H22N7O3Pd
Source: the OMol25 dataset
Level of theory: ωB97M-V/def2-TZVPD

The calculation puts the LUMO energy (spin up / spin down) at -0.2388 / -0.2418 Eh. The relative energy (zero: lowest compared OMol25 entry of this formula, charge and spin) is 106.75 kcal/mol. The value obtained for the total energy is -1892.8005 a.u.

```
! wB97M-V def2-TZVPD RIJCOSX def2/J DEFGRID3
* xyz 1 1
Pd 0.586 -0.137 0.572
C 4.162 2.325 1.674
C 2.862 1.779 1.182
N 2.271 0.759 1.712
N 2.676 0.136 2.788
C 1.891 -0.876 3.154
O 0.803 -1.118 2.540
C 2.340 -1.703 4.280
C 1.584 -2.810 4.664
C 2.026 -3.627 5.688
C 3.219 -3.340 6.336
C 3.970 -2.232 5.966
C 3.536 -1.412 4.941
C 2.109 2.407 0.108
C 2.631 3.387 -0.731
C 1.808 3.980 -1.671
C 0.475 3.600 -1.741
C 0.029 2.605 -0.891
N 0.823 2.011 -0.006
H 4.491 1.763 2.543
H 4.049 3.376 1.945
H 4.924 2.265 0.896
H 0.657 -3.020 4.149
H 1.449 -4.493 5.981
H 3.570 -3.985 7.130
H 4.898 -2.018 6.476
H 4.110 -0.549 4.638
H 3.670 3.674 -0.651
H 2.200 4.736 -2.336
H -0.208 4.072 -2.431
H -1.003 2.279 -0.905
N -6.908 -0.142 -6.673
C -6.098 -0.159 -5.859
C -5.076 -0.156 -4.858
C -5.054 -1.133 -3.865
C -4.059 -1.116 -2.905
C -3.073 -0.130 -2.926
C -3.097 0.837 -3.930
C -4.093 0.833 -4.887
C -2.008 -0.109 -1.898
C -0.682 -0.193 -2.343
C -0.226 -0.363 -3.679
C 1.144 -0.514 -3.631
C 1.502 -0.445 -2.275
N 0.425 -0.252 -1.520
C -2.392 -0.021 -0.560
C -3.713 0.034 -0.030
C -3.604 0.137 1.338
C -2.227 0.162 1.629
N -1.520 0.076 0.511
H -5.814 -1.902 -3.851
H -4.027 -1.886 -2.147
H -2.339 1.609 -3.946
H -4.117 1.587 -5.662
H -0.848 -0.400 -4.555
H 1.816 -0.680 -4.454
H 2.485 -0.545 -1.837
H -4.620 -0.005 -0.607
H -4.399 0.203 2.061
H -1.747 0.263 2.591
O 1.181 -3.897 1.451
N 0.319 -3.204 1.081
O 0.262 -2.322 0.238
*
```

Charges obtained by Löwdin population analysis, quoted in units of e:
1. Pd 1.202
2. C 0.002
3. C -0.238
4. N -0.028
5. N 0.078
6. C -0.397
7. O -0.117
8. C -0.152
9. C -0.023
10. C -0.061
11. C -0.061
12. C -0.062
13. C -0.018
14. C -0.214
15. C 0.015
16. C -0.019
17. C -0.017
18. C -0.102
19. N 0.043
20. H 0.075
21. H 0.100
22. H 0.097
23. H 0.109
24. H 0.110
25. H 0.111
26. H 0.110
27. H 0.107
28. H 0.121
29. H 0.123
30. H 0.118
31. H 0.113
32. N 0.181
33. C -0.173
34. C -0.214
35. C 0.003
36. C -0.012
37. C -0.177
38. C -0.018
39. C 0.000
40. C -0.038
41. C -0.248
42. C 0.007
43. C -0.043
44. C -0.119
45. N -0.049
46. C -0.247
47. C 0.008
48. C -0.037
49. C -0.102
50. N -0.021
51. H 0.129
52. H 0.130
53. H 0.123
54. H 0.128
55. H 0.118
56. H 0.107
57. H 0.118
58. H 0.116
59. H 0.109
60. H 0.119
61. O 0.169
62. N -0.159
63. O -0.032



Entry 2:
Formula: C30H23BBrF2N3OTc
Source: the OMol25 dataset
Level of theory: ωB97M-V/def2-TZVPD

The calculation puts the LUMO energy (spin up / spin down) at -0.0173 / -0.0168 Eh. The relative energy (zero: lowest compared OMol25 entry of this formula, charge and spin) is 0.00 kcal/mol. The value obtained for the total energy is -4276.0217 a.u.

```
! wB97M-V def2-TZVPD RIJCOSX def2/J DEFGRID3
* xyz 0 2
Tc 0.176 -0.817 0.376
C 4.398 -1.503 0.025
C 2.910 -1.605 0.098
N 2.131 -0.578 0.230
N 2.659 0.694 0.238
C 1.659 1.558 0.273
O 0.425 1.228 0.281
C 1.973 3.008 0.283
C 3.287 3.469 0.302
C 3.542 4.830 0.313
C 2.489 5.738 0.305
C 1.179 5.279 0.286
C 0.922 3.916 0.276
C 2.191 -2.864 0.058
C 2.824 -4.096 -0.047
C 2.078 -5.256 -0.096
C 0.696 -5.156 -0.061
C 0.128 -3.902 0.030
N 0.838 -2.768 0.113
H 4.685 -0.456 0.020
H 4.789 -1.983 -0.876
H 4.859 -1.990 0.889
H 4.092 2.746 0.305
H 4.564 5.188 0.328
H 2.691 6.802 0.322
H 0.358 5.986 0.280
H -0.091 3.538 0.267
H 3.905 -4.122 -0.080
H 2.561 -6.223 -0.166
H 0.061 -6.030 -0.110
H -0.944 -3.781 0.043
F 0.509 0.090 3.259
B 0.379 -0.967 2.425
F 0.364 -2.150 3.107
C -1.445 2.472 -3.317
C -1.217 1.081 -3.234
C -1.541 0.396 -2.097
C -2.105 1.053 -0.974
C -2.436 0.363 0.237
C -2.783 1.100 1.342
C -2.867 2.506 1.299
C -2.651 3.167 0.128
C -2.255 2.456 -1.033
C -1.939 3.139 -2.235
H -1.207 3.003 -4.230
H -0.768 0.556 -4.068
H -1.324 -0.669 -2.044
H -3.048 0.601 2.264
H -3.137 3.049 2.195
H -2.750 4.246 0.072
H -2.071 4.216 -2.266
Br -3.850 -5.633 0.657
C -3.356 -3.815 0.514
C -2.872 -3.149 1.621
C -2.500 -1.816 1.500
C -2.605 -1.127 0.287
C -3.092 -1.842 -0.817
C -3.462 -3.170 -0.712
H -2.778 -3.656 2.572
H -2.151 -1.308 2.387
H -3.231 -1.343 -1.767
H -3.843 -3.699 -1.576
*
```

Charges obtained by Löwdin population analysis, quoted in units of e:
1. Tc 1.194
2. C -0.024
3. C -0.265
4. N -0.125
5. N 0.099
6. C -0.419
7. O -0.146
8. C -0.135
9. C -0.027
10. C -0.082
11. C -0.091
12. C -0.076
13. C -0.012
14. C -0.213
15. C -0.006
16. C -0.057
17. C -0.046
18. C -0.090
19. N -0.044
20. H 0.063
21. H 0.085
22. H 0.090
23. H 0.106
24. H 0.100
25. H 0.100
26. H 0.100
27. H 0.090
28. H 0.111
29. H 0.110
30. H 0.108
31. H 0.082
32. F 0.124
33. B -0.683
34. F 0.098
35. C -0.070
36. C -0.064
37. C -0.069
38. C -0.143
39. C -0.172
40. C -0.011
41. C -0.049
42. C -0.043
43. C -0.173
44. C -0.027
45. H 0.104
46. H 0.106
47. H 0.094
48. H 0.117
49. H 0.110
50. H 0.117
51. H 0.116
52. Br 0.753
53. C -0.717
54. C -0.115
55. C -0.062
56. C -0.210
57. C -0.027
58. C -0.117
59. H 0.116
60. H 0.097
61. H 0.114
62. H 0.107



Entry 3:
Formula: C30H23Br5F5GaN4O4
Source: the OMol25 dataset
Level of theory: ωB97M-V/def2-TZVPD

The calculation puts the LUMO energy at -0.0209 Eh. The value obtained for the total energy is -16971.2352 a.u.

```
! wB97M-V def2-TZVPD RIJCOSX def2/J DEFGRID3
* xyz 0 1
Ga 0.102 -0.372 -0.082
C 2.293 1.438 1.438
O 0.923 1.339 1.106
C 0.089 2.319 1.560
C 0.487 3.401 2.324
C -0.451 4.360 2.692
Br 0.124 5.859 3.712
C -1.772 4.264 2.317
C -2.189 3.175 1.546
C -1.256 2.196 1.176
O -1.597 1.141 0.417
C -3.561 3.022 1.101
N -3.959 2.006 0.362
C -5.300 2.178 0.146
C -6.216 1.393 -0.550
C -7.522 1.831 -0.592
C -7.920 3.019 0.029
C -7.028 3.809 0.725
C -5.714 3.373 0.782
N -4.584 3.880 1.374
H 2.710 2.382 1.073
H 2.788 0.607 0.937
H 2.443 1.342 2.516
H 1.510 3.525 2.639
H -2.466 5.032 2.616
H -2.607 1.173 0.270
H -5.904 0.479 -1.028
H -8.261 1.244 -1.116
H -8.953 3.322 -0.036
H -7.341 4.725 1.204
H -4.528 4.718 1.928
Br -3.100 -5.334 3.156
C -2.553 -4.101 1.837
C -2.902 -4.286 0.508
Br -3.953 -5.767 -0.004
C -2.462 -3.378 -0.457
Br -2.935 -3.576 -2.275
C -1.666 -2.301 -0.114
O -1.179 -1.429 -1.003
C -1.326 -2.106 1.245
O -0.556 -1.073 1.547
C -1.778 -3.001 2.198
Br -1.277 -2.677 3.986
C -0.749 2.957 -3.880
C 0.092 3.367 -2.668
C -0.341 4.754 -2.184
C 1.581 3.404 -3.018
N -0.120 2.476 -1.517
N 0.272 1.115 -1.702
H -0.682 3.718 -4.651
H -1.795 2.853 -3.596
H -0.410 2.017 -4.310
H -0.178 5.487 -2.969
H 0.238 5.045 -1.312
H -1.395 4.761 -1.920
H 1.762 4.202 -3.732
H 1.925 2.477 -3.470
H 2.170 3.610 -2.127
H -1.112 2.478 -1.293
H 1.265 1.135 -1.931
H -0.197 0.671 -2.503
F 2.282 -0.530 -2.631
C 2.670 -1.344 -1.621
C 1.949 -1.331 -0.437
C 2.403 -2.217 0.532
F 1.763 -2.261 1.706
C 3.508 -3.046 0.365
F 3.891 -3.873 1.340
C 4.223 -2.998 -0.827
F 5.309 -3.752 -0.997
C 3.798 -2.131 -1.827
F 4.477 -2.052 -2.977
*
```

Charges obtained by Löwdin population analysis, quoted in units of e:
1. Ga 0.524
2. C -0.018
3. O -0.119
4. C -0.176
5. C -0.038
6. C -0.664
7. Br 0.751
8. C -0.071
9. C -0.057
10. C -0.181
11. O 0.019
12. C -0.225
13. N 0.161
14. C -0.195
15. C 0.000
16. C -0.084
17. C -0.087
18. C -0.020
19. C -0.179
20. N 0.183
21. H 0.112
22. H 0.087
23. H 0.121
24. H 0.104
25. H 0.100
26. H 0.104
27. H 0.117
28. H 0.104
29. H 0.103
30. H 0.109
31. H 0.160
32. Br 0.705
33. C -0.759
34. C -0.760
35. Br 0.699
36. C -0.643
37. Br 0.754
38. C -0.371
39. O -0.104
40. C -0.381
41. O -0.100
42. C -0.640
43. Br 0.773
44. C -0.035
45. C -0.619
46. C -0.035
47. C -0.034
48. N -0.023
49. N 0.066
50. H 0.087
51. H 0.088
52. H 0.077
53. H 0.086
54. H 0.084
55. H 0.082
56. H 0.089
57. H 0.076
58. H 0.087
59. H 0.112
60. H 0.083
61. H 0.125
62. F 0.058
63. C -0.211
64. C 0.001
65. C -0.224
66. F 0.097
67. C -0.134
68. F 0.125
69. C -0.129
70. F 0.130
71. C -0.142
72. F 0.114